No. 1
A molecular structure, C32H30N3O2PW at a distorted geometry, computed with ωB97M-V/def2-TZVPD.

```
69
Properties=species:S:1:pos:R:3:lowdin_spin:R:1
N -1.818 3.026 -1.008 0.00
C -0.855 3.634 -1.245 0.00
C 0.257 4.545 -1.495 0.00
H -0.126 5.448 -1.995 0.00
H 1.030 4.090 -2.133 0.00
H 0.719 4.841 -0.542 0.00
N 3.483 -2.261 -2.123 0.00
C 4.477 -2.841 -2.383 0.01
C 5.666 -3.643 -2.413 0.00
H 6.392 -3.206 -3.110 0.00
H 5.407 -4.668 -2.709 0.00
H 6.102 -3.671 -1.405 0.00
N -3.717 -0.755 -2.481 0.00
C -3.921 -1.856 -2.189 0.00
C -4.361 -3.212 -1.847 0.00
H -4.089 -3.465 -0.813 0.00
H -3.908 -3.943 -2.531 0.00
H -5.456 -3.252 -1.948 0.00
W 1.279 -0.563 -2.605 1.18
C 0.807 -1.813 -1.086 0.09
O 0.464 -2.612 -0.288 0.10
C 2.452 0.301 -1.158 0.05
O 3.052 0.917 -0.363 0.06
C 1.589 0.957 -4.006 0.07
C 0.262 0.959 -3.508 0.07
C -0.492 -0.231 -3.607 0.10
C 0.107 -1.407 -4.102 0.10
C 1.462 -1.430 -4.490 0.04
C 2.183 -0.224 -4.482 0.07
H 2.187 1.866 -3.991 0.00
H -0.168 1.856 -3.066 0.01
H -1.542 -0.257 -3.334 0.01
H -0.445 -2.327 -4.176 0.01
H 1.919 -2.360 -4.788 0.00
H 3.205 -0.230 -4.838 0.00
C -0.605 4.643 2.942 0.00
C 0.597 4.240 2.346 0.02
C 0.733 2.946 1.843 -0.03
C -0.343 2.038 1.917 0.00
C -1.528 2.438 2.547 0.03
C -1.663 3.739 3.040 -0.01
P -0.037 0.364 1.183 -0.11
C 0.799 -0.371 2.648 0.01
C 2.051 -0.997 2.491 0.00
C 2.701 -1.534 3.604 0.03
C 2.128 -1.428 4.877 0.03
C 0.892 -0.794 5.036 0.00
C 0.230 -0.268 3.925 0.03
C -1.716 -0.370 1.357 -0.02
C -1.955 -1.576 2.035 -0.03
C -3.261 -2.056 2.172 0.07
C -4.325 -1.391 1.559 -0.02
C -4.075 -0.248 0.792 0.01
C -2.783 0.248 0.673 0.07
H -0.706 5.653 3.346 0.00
H 1.440 4.932 2.288 0.00
H 1.675 2.621 1.394 0.00
H -2.363 1.746 2.662 0.00
H -2.603 4.028 3.515 0.00
H 2.502 -1.046 1.497 0.00
H 3.668 -2.028 3.481 0.00
H 2.647 -1.822 5.752 0.00
H 0.436 -0.694 6.022 0.00
H -0.730 0.231 4.068 0.00
H -1.128 -2.131 2.480 0.00
H -3.447 -2.953 2.764 0.00
H -5.347 -1.761 1.673 0.00
H -4.894 0.259 0.278 0.00
H -2.595 1.130 0.049 0.00
```

- Spin multiplicity: 3
- ⟨S²⟩: 2.217
- Energy relative to the best compared isomer or geometry (same formula, charge and spin): 401.18 kJ/mol
- Orbital gap (alpha / beta): 4.1 / 3.6 eV
- Lowest unoccupied orbital energy (alpha / beta): -15.69 / -15.89 eV
- F_max: 11.08 eV/Å
- Total charge: +4

***

No. 2
2 unconnected molecules or ions with the total composition C32H30NO2 at a distorted geometry, computed with ωB97M-V/def2-TZVPD.

```
65
Properties=species:S:1:pos:R:3:mulliken_charge:R:1
C 6.471 -1.922 1.740 -0.80
O 5.472 -2.463 2.626 -0.43
C 4.245 -1.875 2.657 0.92
C 3.249 -2.524 3.429 -0.99
C 1.969 -2.016 3.474 -0.38
C 1.650 -0.790 2.843 0.20
C 0.294 -0.252 2.885 -0.23
C -0.802 -1.134 2.925 -0.46
C -2.111 -0.734 3.152 -0.35
C -3.251 -1.583 2.857 1.00
C -4.551 -1.024 2.775 -0.49
C -5.659 -1.835 2.539 -0.70
C -5.499 -3.222 2.403 -0.39
C -4.221 -3.787 2.477 -0.78
C -3.103 -2.981 2.695 -0.44
C 0.085 1.194 2.848 -0.02
C 0.909 2.034 3.636 0.03
C 0.701 3.395 3.689 -1.06
C -0.252 3.990 2.823 0.89
O -0.340 5.347 2.866 -0.44
C -1.178 6.016 1.902 -0.83
C -1.042 3.173 1.980 -0.74
C -0.909 1.796 2.054 -0.54
C 2.667 -0.129 2.117 -0.40
C 3.931 -0.676 1.970 -0.67
H 7.360 -2.516 1.952 0.25
H 6.171 -2.047 0.690 0.35
H 6.663 -0.860 1.950 0.32
H 3.524 -3.435 3.959 0.44
H 1.202 -2.549 4.037 0.44
H -0.576 -2.199 2.832 0.51
H -2.327 0.326 3.299 0.75
H -4.667 0.056 2.914 0.41
H -6.649 -1.382 2.473 0.40
H -6.369 -3.857 2.244 0.42
H -4.082 -4.862 2.365 0.40
H -2.110 -3.428 2.765 0.35
H 1.706 1.597 4.246 0.57
H 1.281 4.043 4.348 0.52
H -1.104 7.068 2.177 0.26
H -0.801 5.863 0.880 0.35
H -2.220 5.673 1.973 0.32
H -1.757 3.619 1.287 0.43
H -1.564 1.169 1.453 0.58
H 2.443 0.811 1.614 0.47
H 4.675 -0.181 1.342 0.37
C -0.922 2.196 7.588 -0.87
N -1.701 1.258 6.794 0.33
C -1.193 0.155 6.158 -1.12
C -2.244 -0.619 5.671 -0.93
C -3.469 0.034 6.051 1.19
C -3.096 1.227 6.730 0.50
C -4.023 2.080 7.315 -1.02
C -5.383 1.770 7.139 -0.68
C -5.772 0.624 6.425 -0.82
C -4.825 -0.263 5.903 -0.42
H -1.607 2.925 8.031 0.27
H -0.387 1.670 8.393 0.34
H -0.182 2.715 6.963 0.26
H -0.122 0.000 6.055 0.58
H -2.183 -1.656 5.366 0.92
H -3.683 2.946 7.881 0.28
H -6.142 2.426 7.567 0.38
H -6.834 0.417 6.282 0.39
H -5.104 -1.178 5.378 0.60
```

- Spin multiplicity: 1
- Energy relative to the best compared isomer or geometry (same formula, charge and spin): 0.00 kJ/mol
- Orbital gap: 5.5 eV
- Lowest unoccupied orbital energy: -4.65 eV
- F_max: 1.18 eV/Å
- Total charge: +1